# 1
DFT (wB97M-V/def2-TZVPD) results for C3H4N2O in the gas phase.

Output
Spin multiplicity ... 1
Total charge ... 0
Calculated total energy ... -301.32782 hartree
HOMO level ... -0.324 Eh
E_LUMO ... 0.306 eV

Geometry as XYZ:
```
10
Properties=species:S:1:pos:R:3:forces:R:3
O 0.900686 1.598115 0.849417 -2.7 4.6 2.2
N 0.271363 0.571004 0.288650 2.2 -5.1 -0.6
C -0.818249 0.260116 -0.434132 -4.7 3.2 0.2
C -0.773095 -1.000818 -1.014007 2.3 -0.5 1.1
N 0.478944 -1.498036 -0.542818 -0.8 1.0 -0.1
C 1.024587 -0.545466 0.211396 0.4 -3.0 0.5
H 0.179099 2.226229 1.325063 2.3 -2.2 -1.5
H -1.607292 0.971969 -0.013048 0.1 -1.0 -2.1
H -1.385938 -1.717168 -1.679945 0.7 2.0 1.4
H 1.729895 -0.865946 1.009425 0.1 1.0 -1.1
```
Forces are in eV/Å.

These are the natural (NBO) partial charges, in e, on atoms 1 to 2: -0.481 -0.069

***

# 2
DFT (wB97M-V/def2-TZVPD) results for a molecular structure, C7H28FHfN14O7.

Output
Spin multiplicity ... 1
Total charge ... +3
Calculated total energy ... -1723.26433 hartree
HOMO level ... -0.584 Eh
E_LUMO ... -14.341 eV

Geometry as XYZ:
```
58
Properties=species:S:1:pos:R:3:forces:R:3
Hf 11.966400 24.234360 12.021060 0.7 -0.9 -2.3
F 12.769380 22.938120 8.848650 -0.4 0.6 1.9
C 7.023660 25.225070 9.720630 3.6 -1.8 -1.3
O 8.161610 24.788750 9.860770 2.0 -0.4 1.5
N 6.309680 24.753860 8.784010 -3.6 -3.7 -4.2
N 6.492480 26.215620 10.247430 -1.5 6.9 5.5
H 5.316980 24.903120 8.895270 -0.1 -0.4 -0.6
H 6.622940 23.844350 8.476170 -0.4 0.0 -0.4
H 5.559890 26.587030 10.135940 0.1 -0.5 -0.4
H 7.036010 26.748590 10.911220 -0.1 -0.1 0.0
C 13.947600 19.301500 12.658620 1.0 1.1 -1.0
O 13.195070 20.265510 12.487200 -0.1 0.1 0.7
N 13.612040 18.081340 12.210300 -0.7 -0.8 0.0
N 15.231970 19.407390 13.118160 -0.3 0.0 0.1
H 12.622290 17.932920 12.074320 0.3 -0.2 -0.2
H 14.264450 17.313590 12.139430 -0.3 0.1 0.2
H 15.861380 18.636450 12.946090 0.0 0.3 0.3
H 15.616220 20.321450 13.310360 -0.1 -0.3 -0.1
C 12.239250 28.064250 7.851080 -0.7 0.1 1.6
O 12.145050 27.346670 8.805410 0.0 -2.5 2.0
N 11.730170 27.914290 6.670700 -2.2 -2.4 -4.6
N 12.665030 29.279980 7.898920 2.9 5.3 0.1
H 11.167430 27.121400 6.397320 0.2 0.1 0.2
H 11.745150 28.697990 6.033760 -0.3 -0.6 -0.1
H 12.673790 29.741740 7.000710 0.3 0.6 0.6
H 13.239190 29.743460 8.588580 -0.2 -0.6 0.3
C 17.419540 24.379730 12.532660 -2.8 -1.3 -1.1
O 16.271380 24.237570 12.145360 -2.6 -0.1 -2.2
N 18.467880 24.285080 11.810000 3.2 0.0 -4.3
N 17.591090 24.453380 13.771920 2.0 0.7 7.4
H 18.269670 24.181930 10.825030 0.4 0.2 0.1
H 19.434550 24.342010 12.097090 -0.4 0.0 0.1
H 18.540220 24.488340 14.115490 -0.2 0.0 0.4
H 16.893620 24.103940 14.413430 0.1 0.4 -0.3
C 16.861460 20.738850 6.811690 2.8 1.1 -1.0
O 17.763520 20.118140 6.241420 0.6 -0.3 -0.3
N 15.807750 20.172370 7.240150 -4.0 -4.1 1.5
N 16.840490 22.010190 7.069070 0.8 4.9 0.5
H 15.893800 19.168370 7.308530 -0.6 0.0 0.0
H 15.069480 20.679280 7.707160 0.0 -0.3 -0.1
H 16.068630 22.450550 7.549080 -0.1 -0.4 0.0
H 17.562670 22.698460 6.911430 0.3 -0.7 -0.6
C 12.319630 19.608760 3.007720 0.1 -0.6 1.5
O 12.368850 18.731720 3.883990 -0.3 -0.1 -0.1
N 12.216200 20.890410 3.267020 -0.5 2.5 2.2
N 12.385360 19.411200 1.726640 0.5 -2.3 -4.4
H 11.784110 21.507240 2.594020 0.1 -0.2 0.0
H 11.987570 21.071560 4.233980 0.3 0.4 -0.1
H 12.296130 18.495070 1.310900 0.0 -0.3 0.5
H 12.928770 20.002260 1.113900 -0.2 0.5 0.3
C 9.199840 18.883010 7.723630 -4.4 1.1 -1.9
O 8.396010 19.743930 8.112550 0.6 -0.4 0.3
N 10.463900 18.932280 7.913120 4.5 1.4 2.2
N 8.861580 17.991880 6.791440 -0.6 -1.6 -0.7
H 10.679580 19.834720 8.312080 0.9 -0.2 0.4
H 11.179910 18.454530 7.384720 -0.3 0.1 0.0
H 9.629810 17.429320 6.454590 -0.6 -0.1 -0.6
H 8.025070 18.142100 6.245740 0.0 -0.4 0.2
```
Forces are in eV/Å.

These are the natural (NBO) partial charges, in e, on atoms 1 to 2: 1.727 -0.723

***

# 3
DFT (wB97M-V/def2-TZVPD) results for C4H7N in the gas phase.

Output
Spin multiplicity ... 1
Total charge ... 0
Calculated total energy ... -211.34442 hartree
HOMO level ... -0.417 Eh
E_LUMO ... 0.866 eV

Geometry as XYZ:
```
12
Properties=species:S:1:pos:R:3:forces:R:3
C 1.164365 0.654256 -0.543475 0.1 -0.8 -0.9
C -0.357300 0.708092 -0.267112 -0.2 0.2 0.7
C -1.044838 -0.618583 0.181793 0.5 -0.3 -0.2
C -0.257665 -1.314780 1.155568 1.5 -1.1 2.3
N 0.345429 -1.831440 2.002680 -0.7 0.6 -1.2
H 1.715912 1.590240 -0.632043 -0.8 0.5 -0.2
H 1.291530 0.117826 -1.483772 0.3 0.0 -0.1
H 1.819274 0.149099 0.166458 -0.7 -0.5 0.5
H -0.964417 1.006230 -1.121877 0.5 0.4 -0.2
H -0.492446 1.472561 0.498022 -0.4 -0.1 0.2
H -1.191087 -1.358582 -0.605054 0.1 0.3 -0.6
H -2.028756 -0.574920 0.648811 -0.2 0.9 -0.2
```
Forces are in eV/Å.

These are the natural (NBO) partial charges, in e, on atoms 1 to 2: -0.631 -0.382